The following is a quantum chemistry calculation of C3H7N3O in the gas phase, from the OMol25 dataset.

Properties
**LUMO (alpha / beta)**: 0.0107 / 0.0107 Eh
**HOMO level (alpha / beta)**: -6.631 / -6.630 eV
**Structure (SMILES)**: C=N/C(N)=C(\[NH3+])[O-]
**Strongest force on any atom**: 0.4 eV/Å
**Relative energy (zero: lowest compared OMol25 entry of this formula, charge and spin)**: 68.6 kcal/mol

Structure (XYZ):
```
14
Properties=species:S:1:pos:R:3:forces:R:3:mulliken_charge:R:1
C -0.2957 -1.3114 1.4061 -0.196 0.059 -0.101 -0.640
N -1.0730 -0.5385 0.7368 0.340 -0.199 0.139 -0.542
C -0.7312 -0.0165 -0.4918 0.111 0.021 -0.150 0.214
N -1.7910 0.1007 -1.4348 -0.050 0.124 0.157 -0.536
C 0.4917 0.4627 -0.8935 0.021 0.076 0.203 0.424
N 1.5436 0.6137 0.3347 0.093 0.041 -0.035 -0.406
O 0.9106 1.0455 -1.8896 -0.090 -0.110 0.173 -0.690
H -0.6110 -1.6547 2.3901 0.025 0.088 -0.123 0.267
H 0.6384 -1.7265 1.0047 -0.135 0.057 0.003 0.393
H -1.7616 1.0013 -1.9044 0.002 -0.119 -0.032 0.246
H -2.6753 -0.0024 -0.9499 0.078 -0.014 -0.059 0.264
H 1.1352 0.4550 1.2619 0.031 0.020 -0.182 0.364
H 2.3450 -0.0037 0.2061 -0.170 0.053 0.000 0.308
H 1.8745 1.5746 0.2236 -0.061 -0.098 0.008 0.335
```
Forces are in eV/Å.